Entry 1:
C5H12N2O | ωB97M-V/def2-TZVPD

```
! RIJCOSX wB97M-V def2-TZVPD def2/J DEFGRID3
* xyz 0 1
C 1.13 1.47 1.03
O 1.86 1.05 -0.02
C 0.70 0.22 1.90
C -0.03 -0.76 0.82
C -1.39 -0.29 0.18
N 0.84 0.48 -2.62
C 0.07 -0.55 -2.56
N -1.83 -1.50 -0.45
H 0.24 2.07 0.86
H 1.67 2.11 1.86
H -2.80 -1.45 -0.72
H 1.61 -0.35 2.27
H 0.17 0.74 2.82
H 0.59 -0.74 -0.15
H -0.20 -1.86 1.08
H -1.18 0.56 -0.55
H -2.12 0.11 1.02
H 1.28 0.70 -1.66
H -0.02 -1.21 -1.73
H -0.61 -0.79 -3.38
*
```

Properties
F_max: 3.3 eV Å⁻¹
Calculated total energy: -10398.0630 eV
HOMO energy: -8.017 eV
Gap between HOMO and LUMO: 3.73 eV
Energy relative to the best compared isomer or geometry (same formula, charge and spin): 999.7 kJ/mol

Mulliken population analysis, charges in e, atoms 1 to 2:
1. C -0.477
2. O -0.702


Entry 2:
C4H5NOS | ωB97M-V/def2-TZVPD

```
! RIJCOSX wB97M-V def2-TZVPD def2/J DEFGRID3
* xyz 0 1
C -1.14 1.23 -0.52
C 0.10 0.63 -0.78
C -2.17 0.57 0.10
C 1.80 -0.84 0.55
N -1.07 -1.49 0.21
O -3.18 0.19 0.48
S 0.20 -1.07 -0.51
H -1.39 2.34 -0.71
H 0.90 1.26 -1.13
H 1.96 -1.87 1.13
H 1.50 -0.21 1.37
H 2.50 -0.74 -0.20
*
```

Properties
F_max: 5.5 eV Å⁻¹
Calculated total energy: -18596.0162 eV
HOMO energy (alpha / beta): -7.175 / -8.234 eV
Gap between HOMO and LUMO (alpha / beta): 6.22 / 7.74 eV
Energy relative to the best compared isomer or geometry (same formula, charge and spin): 569.5 kJ/mol

Mulliken population analysis, charges in e, atoms 1 to 2:
1. C -0.533
2. C -0.292


Entry 3:
C28H22BrCl3N6O6Sn | ωB97M-V/def2-TZVPD

```
! RIJCOSX wB97M-V def2-TZVPD def2/J DEFGRID3
* xyz 0 1
Sn -0.81 -1.83 -0.08
Br -7.55 1.11 0.84
C -6.31 2.25 -0.03
C -6.05 3.50 0.49
C -5.14 4.33 -0.15
C -4.46 3.88 -1.28
C -4.77 2.64 -1.82
C -5.69 1.82 -1.20
N -3.58 4.81 -1.91
N -2.45 4.50 -2.33
C -1.87 3.22 -2.09
C -1.34 2.58 -3.18
C -0.83 1.28 -3.11
C -0.80 0.60 -1.91
O -0.31 -0.60 -1.76
C -1.27 1.30 -0.74
N -1.19 0.60 0.42
C -1.53 1.20 1.54
C -1.94 2.54 1.59
C -2.06 3.24 0.43
C -1.77 2.61 -0.81
H -6.56 3.83 1.39
H -4.93 5.32 0.23
H -4.28 2.30 -2.73
H -5.93 0.85 -1.61
H -1.37 3.10 -4.13
H -0.44 0.79 -4.00
H -1.46 0.61 2.45
H -2.15 3.00 2.55
H -2.36 4.28 0.44
O 2.42 -3.10 1.28
C 2.25 -2.58 0.20
O 1.12 -2.49 -0.44
C 3.40 -1.95 -0.54
C 3.18 -1.05 -1.58
C 4.26 -0.45 -2.23
C 5.56 -0.76 -1.86
C 5.75 -1.68 -0.84
C 4.70 -2.28 -0.17
N 7.13 -2.03 -0.46
O 7.29 -2.97 0.29
O 8.03 -1.38 -0.95
H 2.16 -0.83 -1.87
H 4.08 0.26 -3.02
H 6.41 -0.32 -2.35
H 4.88 -2.97 0.64
Cl 1.74 -2.53 -4.61
C 1.02 -4.07 -4.15
Cl 2.19 -5.04 -3.24
Cl 0.46 -4.95 -5.58
C -0.12 -3.79 -3.28
N -0.96 -3.50 -2.56
C 1.31 -1.11 5.40
N 1.31 -0.98 3.95
C 2.32 -0.16 3.30
C 0.40 -1.57 3.16
C -0.61 -2.52 3.74
O 0.43 -1.35 1.94
H 2.04 -0.42 5.81
H 1.59 -2.12 5.72
H 0.34 -0.86 5.84
H 3.11 0.06 4.01
H 1.90 0.78 2.94
H 2.73 -0.69 2.45
H -0.57 -2.64 4.81
H -0.45 -3.49 3.26
H -1.61 -2.18 3.45
*
```

Properties
F_max: 0.6 eV Å⁻¹
Calculated total energy: -164057.4237 eV
HOMO energy: -7.726 eV
Gap between HOMO and LUMO: 7.33 eV
Energy relative to the best compared isomer or geometry (same formula, charge and spin): 41.0 kJ/mol

Mulliken population analysis, charges in e, atoms 1 to 2:
1. Sn 0.939
2. Br -0.180


Entry 4:
C27H32CsF3N3O2S | ωB97M-V/def2-TZVPD

```
! RIJCOSX wB97M-V def2-TZVPD def2/J DEFGRID3
* xyz -1 1
Cs -1.01 1.18 1.46
C -4.07 -1.52 0.55
C -3.16 -2.00 -0.59
C -3.95 -2.16 -1.89
C -2.45 -3.28 -0.21
C -3.18 -4.45 -0.02
C -2.55 -5.64 0.33
C -1.18 -5.64 0.55
C -0.41 -4.49 0.37
C 1.06 -4.53 0.72
C 1.84 -5.49 -0.18
C 1.24 -4.91 2.20
C -1.05 -3.30 -0.07
N -0.34 -2.13 -0.31
C 0.61 -2.12 -1.18
C 1.52 -1.08 -1.47
C 2.49 -1.18 -2.49
C 3.23 -0.02 -2.43
C 2.67 0.74 -1.37
N 1.65 0.11 -0.80
C 3.16 2.11 -0.95
C 2.42 2.60 0.29
C 2.93 3.10 -2.10
C 4.66 2.04 -0.63
H -4.52 -0.56 0.29
H -3.50 -1.41 1.47
H -4.87 -2.24 0.73
H -2.39 -1.24 -0.76
H -4.78 -2.87 -1.76
H -3.31 -2.53 -2.69
H -4.37 -1.20 -2.20
H -4.25 -4.44 -0.15
H -3.12 -6.55 0.46
H -0.70 -6.56 0.86
H 1.48 -3.53 0.59
H 1.45 -6.50 -0.09
H 2.90 -5.50 0.10
H 1.77 -5.18 -1.22
H 0.93 -5.94 2.38
H 0.64 -4.25 2.83
H 2.29 -4.81 2.49
H 0.77 -3.01 -1.81
H 2.61 -2.01 -3.17
H 4.06 0.28 -3.05
H 1.37 2.76 0.04
H 2.84 3.54 0.65
H 2.49 1.85 1.08
H 1.87 3.18 -2.32
H 3.44 2.77 -3.00
H 3.31 4.09 -1.83
H 4.85 1.32 0.17
H 5.03 3.02 -0.32
H 5.24 1.72 -1.51
F -3.29 7.64 2.35
C -2.35 6.70 2.65
F -1.49 7.32 3.52
F -2.97 5.77 3.37
C -1.60 6.24 1.43
C -0.70 7.17 0.92
C 0.11 6.83 -0.14
C 0.04 5.53 -0.61
N -0.83 4.63 -0.17
C -1.71 4.97 0.80
S -2.95 3.84 1.15
H -0.64 8.15 1.38
H 0.81 7.54 -0.57
H 0.72 5.18 -1.38
O -0.94 0.47 3.82
O -1.89 -0.12 3.42
*
```

Properties
F_max: 5.3 eV Å⁻¹
Calculated total energy: -56616.7213 eV
HOMO energy (alpha / beta): -4.135 / -4.134 eV
Gap between HOMO and LUMO (alpha / beta): 2.75 / 2.53 eV
Energy relative to the best compared isomer or geometry (same formula, charge and spin): 187.2 kJ/mol

Mulliken population analysis, charges in e, atoms 1 to 2:
1. Cs 1.052
2. C -1.345


Entry 5:
C4H15N3O | ωB97M-V/def2-TZVPD

```
! RIJCOSX wB97M-V def2-TZVPD def2/J DEFGRID3
* xyz 2 1
C -2.06 0.83 -0.31
C -1.17 0.63 0.90
C 0.30 1.21 0.55
N 3.15 -0.73 -0.61
C 2.42 0.31 -0.26
N 1.12 0.19 -0.08
N -3.54 0.72 0.09
H -1.91 -0.06 -0.95
H -1.89 1.79 -0.84
H -1.62 1.34 1.57
H -1.06 -0.32 1.42
H 0.20 2.01 -0.19
H 0.54 1.65 1.50
H 4.06 -0.66 -1.06
H 2.79 -1.67 -0.54
H 3.09 1.18 -0.37
H 0.72 -0.76 0.01
H -3.84 -0.17 0.48
H -4.12 0.99 -0.73
H -3.87 1.57 0.59
H -0.01 -3.00 -0.89
H 0.82 -3.12 0.44
O 0.48 -2.50 -0.23
*
```

Properties
F_max: 3.0 eV Å⁻¹
Calculated total energy: -10893.0220 eV
HOMO energy: -17.810 eV
Gap between HOMO and LUMO: 11.42 eV
Energy relative to the best compared isomer or geometry (same formula, charge and spin): 111.0 kJ/mol

Mulliken population analysis, charges in e, atoms 1 to 2:
1. C -0.585
2. C -0.788


Entry 6:
C8H11FN2 | ωB97M-V/def2-TZVPD

```
! RIJCOSX wB97M-V def2-TZVPD def2/J DEFGRID3
* xyz 0 1
C 2.02 -1.33 -0.51
C 0.73 -1.20 0.18
C 0.17 0.30 0.11
C -0.41 0.79 1.30
C -0.95 2.07 1.26
C -1.02 2.78 0.08
C -0.68 2.17 -1.14
C -0.06 0.92 -1.07
N -0.23 -2.11 -0.61
N -1.48 -1.77 -0.72
F 0.00 -3.48 0.15
H 2.94 -1.07 0.13
H 2.10 -2.39 -0.81
H 1.94 -0.69 -1.44
H 0.79 -1.42 1.24
H -0.54 0.14 2.09
H -1.23 2.53 2.12
H -1.53 3.78 0.08
H -0.87 2.71 -2.16
H 0.15 0.40 -1.97
H -1.97 -2.10 -1.59
H -2.08 -1.95 0.12
*
```

Properties
F_max: 3.9 eV Å⁻¹
SMILES string: C[C@@H](c1ccccc1)N(N)F
Calculated total energy: -14168.5481 eV
HOMO energy: -9.337 eV
Gap between HOMO and LUMO: 10.17 eV
Energy relative to the best compared isomer or geometry (same formula, charge and spin): 0.0 kJ/mol

Mulliken population analysis, charges in e, atoms 1 to 2:
1. C -1.211
2. C 0.191


Entry 7:
H10O5 | ωB97M-V/def2-TZVPD

```
! RIJCOSX wB97M-V def2-TZVPD def2/J DEFGRID3
* xyz 0 1
O 0.08 2.89 -1.72
H 0.80 2.61 -2.29
H 0.07 3.84 -1.80
O 0.41 -1.46 -2.62
H 0.49 -0.98 -1.80
H 0.70 -2.35 -2.41
O 0.65 -0.26 -0.25
H 0.91 0.66 -0.32
H 0.62 -0.43 0.69
O -2.49 -1.41 0.46
H -2.82 -1.08 1.29
H -1.86 -2.09 0.71
O 0.73 0.23 3.04
H 0.14 -0.01 3.76
H 1.57 -0.17 3.28
*
```

Properties
F_max: 0.9 eV Å⁻¹
SMILES string: O.O.O.O.O
Calculated total energy: -10399.6034 eV
HOMO energy: -10.259 eV
Gap between HOMO and LUMO: 10.53 eV
Energy relative to the best compared isomer or geometry (same formula, charge and spin): 120.2 kJ/mol

Mulliken population analysis, charges in e, atoms 1 to 2:
1. O -0.622
2. H 0.322


Entry 8:
C5H2O | ωB97M-V/def2-TZVPD

```
! RIJCOSX wB97M-V def2-TZVPD def2/J DEFGRID3
* xyz 0 1
C -2.17 0.96 0.97
C -1.13 0.46 0.64
C 0.16 -0.15 0.46
C 0.82 -0.36 -0.69
C 2.04 -0.85 -0.81
O 3.10 -1.24 -1.09
H -3.10 1.40 1.27
H 0.60 -0.44 1.42
*
```

Properties
F_max: 1.0 eV Å⁻¹
SMILES string: C#CC=C=C=O
Calculated total energy: -7260.4383 eV
HOMO energy: -9.463 eV
Gap between HOMO and LUMO: 8.39 eV
Energy relative to the best compared isomer or geometry (same formula, charge and spin): 6.7 kJ/mol

Mulliken population analysis, charges in e, atoms 1 to 2:
1. C 0.447
2. C -0.478


Entry 9:
C22H26ClN5O2 | ωB97M-V/def2-TZVPD

```
! RIJCOSX wB97M-V def2-TZVPD def2/J DEFGRID3
* xyz 0 1
N 1.29 2.21 3.50
C 1.16 3.30 2.72
N 2.03 4.21 3.04
C 2.02 5.33 2.31
N 1.20 5.54 1.28
C 0.33 4.59 0.97
C -0.53 4.80 -0.11
C -1.47 3.83 -0.47
C -1.57 2.62 0.24
C -2.55 1.59 -0.16
C -2.95 1.45 -1.50
C -3.86 0.46 -1.89
C -4.38 -0.41 -0.93
C -3.99 -0.30 0.41
Cl -4.63 -1.40 1.60
C -3.09 0.69 0.79
C -0.69 2.42 1.33
C 0.26 3.40 1.68
H 1.19 1.33 3.01
H 2.10 2.31 4.10
H 2.73 6.11 2.56
H -0.47 5.74 -0.65
H -2.14 4.04 -1.29
H -2.55 2.10 -2.27
H -4.16 0.37 -2.93
H -5.09 -1.18 -1.22
H -2.83 0.77 1.84
H -0.73 1.50 1.90
C -1.96 -3.73 -1.99
N -0.90 -3.20 -1.14
C 0.34 -2.91 -1.57
O 0.69 -3.08 -2.73
C 1.31 -2.32 -0.54
N 2.61 -2.99 -0.63
C 2.94 -4.07 0.10
C 4.27 -4.71 -0.20
O 2.22 -4.52 0.97
C 1.49 -0.79 -0.70
C 0.22 -0.06 -1.15
C 1.92 -0.19 0.64
H -2.79 -4.08 -1.38
H -1.57 -4.57 -2.58
H -2.31 -2.96 -2.68
H -1.11 -3.05 -0.17
H 0.88 -2.50 0.44
H 3.23 -2.73 -1.38
H 4.40 -5.57 0.45
H 4.29 -5.03 -1.24
H 5.07 -3.99 -0.03
H 2.27 -0.60 -1.44
H -0.04 -0.35 -2.17
H -0.60 -0.30 -0.49
H 0.40 1.02 -1.15
H 1.15 -0.35 1.39
H 2.85 -0.67 0.98
H 2.11 0.88 0.53
*
```

Properties
F_max: 2.7 eV Å⁻¹
SMILES string: Nc1ncnc2ccc(-c3cccc(Cl)c3)cc12.CNC(=O)[C@@H](NC(C)=O)C(C)C
Calculated total energy: -47306.1266 eV
HOMO energy: -8.457 eV
Gap between HOMO and LUMO: 8.17 eV
Energy relative to the best compared isomer or geometry (same formula, charge and spin): 0.0 kJ/mol

Mulliken population analysis, charges in e, atoms 1 to 2:
1. N -0.489
2. C 0.717


Entry 10:
Hg2IO2V | ωB97M-V/def2-TZVPD

```
! RIJCOSX wB97M-V def2-TZVPD def2/J DEFGRID3
* xyz 4 1
Hg -1.54 1.61 2.93
Hg -1.59 2.44 -1.55
O 0.96 -1.14 -1.74
V 1.46 -0.88 -0.28
O 2.01 -2.25 0.25
I -1.30 0.21 0.40
*
```

Properties
F_max: 3.8 eV Å⁻¹
Calculated total energy: -46173.3354 eV
HOMO energy: -26.321 eV
Gap between HOMO and LUMO: 4.60 eV
Energy relative to the best compared isomer or geometry (same formula, charge and spin): 0.0 kJ/mol

Mulliken population analysis, charges in e, atoms 1 to 2:
1. Hg 1.363
2. Hg 1.405


Entry 11:
C6H9NO3 | ωB97M-V/def2-TZVPD

```
! RIJCOSX wB97M-V def2-TZVPD def2/J DEFGRID3
* xyz 0 1
C -1.58 1.75 -0.33
O -1.94 0.50 -0.36
C -1.04 -0.34 0.27
C -1.34 -1.79 0.17
O -2.18 -2.48 0.65
N -0.27 -2.08 -0.68
C 0.24 -0.58 -0.66
C 1.65 -0.51 -0.09
C 2.05 0.63 0.70
O 2.52 -1.44 -0.33
H -2.28 2.38 -0.75
H -0.70 1.91 -0.66
H -1.31 2.33 0.60
H -0.68 0.00 1.38
H 0.49 -2.80 -0.87
H 0.15 -0.41 -1.60
H 2.87 0.82 0.74
H 1.66 0.58 1.67
H 1.69 1.52 0.15
*
```

Properties
F_max: 17.3 eV Å⁻¹
SMILES string: CO[C@H]1C(=O)N[C@@H]1C(C)=O
Calculated total energy: -13994.9123 eV
HOMO energy: -9.987 eV
Gap between HOMO and LUMO: 10.36 eV
Energy relative to the best compared isomer or geometry (same formula, charge and spin): 549.6 kJ/mol

Mulliken population analysis, charges in e, atoms 1 to 2:
1. C -1.084
2. O -0.363


Entry 12:
C40H86MgO24S11 | ωB97M-V/def2-TZVPD

```
! RIJCOSX wB97M-V def2-TZVPD def2/J DEFGRID3
* xyz -1 2
Mg -1.25 3.41 -0.30
C -0.36 -0.09 -2.02
C -0.71 0.92 -1.20
C -0.51 0.83 0.31
O -0.94 1.81 1.06
C 0.06 -0.24 0.86
C 0.58 -1.30 0.02
C 0.20 -1.29 -1.48
O 0.44 -2.32 -2.21
O 1.18 -2.22 0.55
O -1.30 1.93 -1.76
H -0.49 0.01 -3.09
H 0.20 -0.25 1.93
C -4.74 -0.17 4.17
C -3.38 0.20 4.63
C -2.74 1.32 3.79
O -2.38 2.37 4.66
C -2.61 2.02 5.91
O -2.25 2.74 6.86
O -3.20 0.82 5.88
H -5.24 -0.82 4.88
H -4.80 -0.71 3.23
H -5.35 0.73 4.13
H -2.76 -0.69 4.53
H -3.36 1.81 3.04
H -1.85 0.96 3.28
C 0.55 -6.12 -0.81
C 1.77 -5.69 -1.61
C 2.68 -4.66 -0.93
O 3.91 -5.27 -0.82
C 3.83 -6.45 -1.54
O 4.87 -7.13 -1.67
O 2.61 -6.76 -1.89
H -0.15 -5.34 -0.52
H 0.91 -6.69 0.05
H 0.00 -6.89 -1.37
H 1.44 -5.20 -2.52
H 2.20 -4.42 0.01
H 2.73 -3.79 -1.60
C -0.79 -3.77 4.35
C -0.96 -3.17 2.99
C -0.99 -4.08 1.79
O -1.94 -3.47 0.98
C -2.77 -2.72 1.69
O -3.83 -2.22 1.35
O -2.30 -2.64 2.95
H -1.56 -4.54 4.46
H -0.97 -2.96 5.05
H 0.19 -4.17 4.58
H -0.27 -2.34 2.87
H -1.33 -5.10 1.98
H -0.02 -4.19 1.30
C -4.12 -2.34 -2.01
S -3.55 -3.75 -3.05
O -4.73 -4.72 -3.27
C -2.43 -4.53 -1.77
H -5.18 -2.16 -2.17
H -3.52 -1.50 -2.34
H -3.84 -2.56 -0.98
H -1.65 -3.82 -1.50
H -1.96 -5.41 -2.20
H -2.99 -4.79 -0.88
C -3.76 4.93 2.30
S -1.95 5.42 2.21
O -1.36 4.67 1.02
C -2.19 7.13 1.57
H -3.82 3.88 2.59
H -4.20 5.01 1.31
H -4.31 5.51 3.04
H -2.80 7.77 2.20
H -2.54 7.20 0.54
H -1.18 7.53 1.50
C -2.44 6.95 -2.87
S -1.10 6.22 -1.92
O -1.47 4.77 -1.60
C 0.12 6.10 -3.25
H -2.13 7.87 -3.37
H -3.13 7.35 -2.13
H -2.96 6.33 -3.60
H 0.63 7.04 -3.43
H -0.31 5.79 -4.20
H 0.91 5.40 -2.96
C 0.75 0.38 5.02
S 0.35 -0.49 6.62
O 1.16 -1.79 6.49
C 1.49 0.45 7.72
H 0.57 1.44 5.15
H 0.19 -0.01 4.16
H 1.80 0.23 4.75
H 2.49 0.25 7.35
H 1.49 0.12 8.76
H 1.39 1.53 7.59
C 4.78 -1.39 4.66
S 4.77 -3.11 3.99
O 4.85 -3.95 5.25
C 2.99 -3.29 3.51
H 5.75 -1.10 5.05
H 4.13 -1.30 5.53
H 4.45 -0.62 3.97
H 2.47 -2.95 4.41
H 2.80 -4.35 3.34
H 2.91 -2.66 2.63
C 2.77 1.21 -3.58
S 1.86 2.79 -3.57
O 2.71 4.00 -3.99
C 0.64 2.40 -4.83
H 2.02 0.43 -3.59
H 3.36 1.09 -2.67
H 3.42 1.17 -4.46
H -0.18 3.11 -4.87
H 0.30 1.37 -4.73
H 1.10 2.58 -5.80
C -3.24 -0.15 -4.94
S -2.67 -1.57 -5.91
O -2.66 -1.25 -7.41
C -0.88 -1.65 -5.32
H -3.13 0.64 -5.67
H -2.56 0.09 -4.13
H -4.22 -0.31 -4.47
H -0.47 -2.53 -5.83
H -0.75 -1.77 -4.25
H -0.45 -0.80 -5.85
C 3.13 -2.24 -4.42
S 4.28 -3.36 -5.34
O 3.48 -4.20 -6.38
C 5.22 -2.16 -6.41
H 2.41 -1.85 -5.13
H 3.68 -1.37 -4.05
H 2.60 -2.85 -3.69
H 6.19 -1.84 -6.00
H 4.64 -1.23 -6.48
H 5.42 -2.58 -7.39
C 5.74 -0.49 1.14
S 4.12 -0.16 0.31
O 4.07 1.19 -0.42
C 4.15 -1.59 -0.92
H 6.18 0.45 1.50
H 6.44 -0.93 0.43
H 5.56 -1.16 1.98
H 4.45 -2.53 -0.45
H 4.97 -1.41 -1.62
H 3.22 -1.69 -1.47
C 2.45 3.01 1.80
S 2.05 4.12 0.33
O 0.64 3.86 -0.25
C 1.81 5.67 1.43
H 1.77 3.06 2.65
H 3.45 3.13 2.20
H 2.54 1.96 1.53
H 0.76 5.69 1.72
H 2.08 6.65 1.03
H 2.42 5.66 2.33
C -4.62 1.06 -0.41
S -4.65 2.94 -0.30
O -3.16 3.26 -0.25
C -5.04 3.07 -2.08
H -4.14 0.77 -1.35
H -5.62 0.64 -0.41
H -4.03 0.62 0.39
H -4.30 2.54 -2.69
H -5.20 4.08 -2.47
H -6.05 2.67 -2.06
*
```

Properties
F_max: 5.9 eV Å⁻¹
Calculated total energy: -216640.4066 eV
HOMO energy (alpha / beta): -1.731 / -3.927 eV
Gap between HOMO and LUMO (alpha / beta): 2.58 / 4.78 eV

Mulliken population analysis, charges in e, atoms 1 to 2:
1. Mg 1.489
2. C 0.678


Q: F_max of number 4 (C27H32CsF3N3O2S)?
A: 5.3 eV Å⁻¹


Q: The lowest F_max belongs to which entry?
A: C28H22BrCl3N6O6Sn


Q: Which formula does entry 6 have?
A: C8H11FN2